[1]
A structure of composition C23H24N6OSeTi, computed with the ωB97M-V functional and the def2-TZVPD basis.

Cartesian coordinates (Å):
Ti: 0.398 0.159 0.508
C: -1.738 -2.787 1.568
C: -0.363 -2.818 0.956
C: 0.693 -3.506 1.560
C: 1.879 -3.733 0.878
C: 2.030 -3.291 -0.429
C: 1.010 -2.573 -1.032
C: -0.170 -2.290 -0.331
H: -2.153 -1.774 1.619
H: -1.745 -3.222 2.565
H: -2.397 -3.398 0.948
H: 0.553 -3.941 2.539
H: 2.663 -4.308 1.344
H: 2.918 -3.541 -0.985
H: 1.090 -2.301 -2.079
H: -1.036 -1.909 -0.877
O: 1.056 3.556 2.450
C: 0.943 2.405 2.109
N: 0.632 1.969 0.856
C: 0.056 2.922 -0.059
C: -1.309 2.399 -0.427
C: -2.245 3.196 -1.074
C: -3.499 2.678 -1.352
C: -3.779 1.372 -0.966
C: -2.790 0.636 -0.336
N: -1.571 1.127 -0.072
C: 0.983 1.249 3.078
C: 1.452 1.410 4.374
C: 1.315 0.368 5.281
C: 0.657 -0.777 4.861
C: 0.218 -0.861 3.547
N: 0.390 0.111 2.642
H: 0.687 3.052 -0.955
H: -0.024 3.901 0.437
H: -1.987 4.211 -1.331
H: -4.242 3.280 -1.850
H: -4.751 0.938 -1.137
H: -2.987 -0.388 -0.034
H: 1.911 2.346 4.648
H: 1.680 0.460 6.293
H: 0.478 -1.594 5.543
H: -0.308 -1.743 3.216
C: 1.409 -0.343 -4.802
N: 0.438 0.336 -3.963
C: -0.541 1.186 -4.622
C: 0.456 0.281 -2.693
N: 0.395 0.215 -1.527
H: 2.052 0.388 -5.297
H: 0.879 -0.919 -5.563
H: 2.029 -1.007 -4.203
H: -0.027 1.971 -5.182
H: -1.197 1.644 -3.881
H: -1.134 0.586 -5.314
Se: 2.854 -0.244 0.633
C: 2.908 1.056 -0.627
N: 2.883 1.856 -1.452

ΔE to the lowest compared entry with this formula, charge and spin: 1.5455 eV
total charge: +2
LUMO: -7.91 eV
E: -123676.775 eV
multiplicity: 1
Kohn-Sham gap: 6.685 eV

Table of Mulliken atomic charges, one value per atom, all in e: atom 1 (Ti): -0.9713, atom 2 (C): -1.5967, atom 3 (C): 0.2587, atom 4 (C): 0.0926, atom 5 (C): -0.6193, atom 6 (C): -0.7616, atom 7 (C): -0.3623, atom 8 (C): -0.5921, atom 9 (H): 0.3101, atom 10 (H): 0.4839, atom 11 (H): 0.3817, atom 12 (H): 0.5331, atom 13 (H): 0.4832, atom 14 (H): 0.4264, atom 15 (H): 0.6389, atom 16 (H): 0.6446, atom 17 (O): -0.5739, atom 18 (C): 0.1636, atom 19 (N): 0.5179, atom 20 (C): -1.2825, atom 21 (C): 1.0377, atom 22 (C): -1.0024, atom 23 (C): -0.3810, atom 24 (C): -1.0059, atom 25 (C): -0.1845, atom 26 (N): 0.4326, atom 27 (C): 0.7208, atom 28 (C): -0.8110, atom 29 (C): -0.4273, atom 30 (C): -1.0685, atom 31 (C): 0.1775, atom 32 (N): 0.6715, atom 33 (H): 0.2448, atom 34 (H): 0.6486, atom 35 (H): 0.5203, atom 36 (H): 0.4896, atom 37 (H): 0.4856, atom 38 (H): 0.3229, atom 39 (H): 0.5347, atom 40 (H): 0.4857, atom 41 (H): 0.4739, atom 42 (H): 0.4166, atom 43 (C): -0.9079, atom 44 (N): 0.0999, atom 45 (C): -0.8237, atom 46 (C): 0.4058, atom 47 (N): 0.2454, atom 48 (H): 0.3514, atom 49 (H): 0.3627, atom 50 (H): 0.3022, atom 51 (H): 0.3544, atom 52 (H): 0.2139, atom 53 (H): 0.3358, atom 54 (Se): 0.1687, atom 55 (C): 0.4171, atom 56 (N): -0.4828


[2]
A structure of composition C23H24N7O2SSc, computed with the ωB97M-V functional and the def2-TZVPD basis.

Cartesian coordinates (Å):
Sc: -0.281 -0.094 0.888
N: -0.072 0.600 -3.523
C: -0.523 0.283 -2.311
N: 0.229 -0.083 -1.314
C: 1.619 -0.097 -1.481
N: 2.412 -0.195 -0.457
N: 1.817 -0.291 0.759
C: 2.361 0.280 1.785
C: 1.616 0.335 3.033
C: 2.147 0.922 4.185
C: 1.329 1.104 5.288
C: 0.008 0.680 5.223
C: -0.436 0.050 4.069
N: 0.335 -0.124 2.995
C: 2.157 0.078 -2.816
C: 3.519 -0.046 -3.104
C: 3.978 0.191 -4.384
C: 3.087 0.524 -5.405
C: 1.737 0.655 -5.140
C: 1.271 0.453 -3.845
H: -0.697 0.953 -4.238
H: -1.597 0.311 -2.155
H: 3.313 0.806 1.711
H: 3.182 1.222 4.204
H: 1.713 1.568 6.182
H: -0.668 0.820 6.049
H: -1.451 -0.335 4.004
H: 4.191 -0.311 -2.301
H: 5.033 0.118 -4.600
H: 3.452 0.677 -6.410
H: 1.044 0.911 -5.927
O: -4.208 0.051 0.823
C: -3.127 0.601 0.755
O: -2.036 -0.109 0.604
C: -3.019 2.095 0.800
C: -4.259 2.740 0.825
C: -4.376 4.113 0.839
C: -3.228 4.892 0.837
C: -1.991 4.282 0.830
C: -1.861 2.890 0.813
S: -0.199 2.322 0.827
H: -5.133 2.108 0.834
H: -5.351 4.574 0.853
H: -3.301 5.968 0.848
H: -1.086 4.867 0.844
N: 0.546 -5.357 -0.335
C: -0.724 -4.623 -0.629
C: -0.547 -3.102 -0.495
N: -0.277 -2.609 0.849
H: 0.430 -6.365 -0.504
H: 0.832 -5.234 0.646
H: 1.308 -5.021 -0.941
H: -1.506 -4.985 0.041
H: -1.019 -4.856 -1.652
H: -1.475 -2.630 -0.834
H: 0.260 -2.771 -1.157
H: 0.581 -2.991 1.243
H: -1.057 -2.819 1.473

ΔE to the lowest compared entry with this formula, charge and spin: 2.1139 eV
total charge: +2
LUMO: -6.30 eV
E: -70292.136 eV
multiplicity: 1
Kohn-Sham gap: 5.587 eV

Table of Mulliken atomic charges, one value per atom, all in e: atom 1 (Sc): -0.5899, atom 2 (N): 0.0755, atom 3 (C): -0.6687, atom 4 (N): 0.4381, atom 5 (C): 0.4572, atom 6 (N): -1.0319, atom 7 (N): 0.7579, atom 8 (C): -0.2875, atom 9 (C): 0.9484, atom 10 (C): -0.9543, atom 11 (C): -0.3516, atom 12 (C): -0.7856, atom 13 (C): -0.0609, atom 14 (N): 0.0880, atom 15 (C): 0.6087, atom 16 (C): -0.2954, atom 17 (C): -0.8246, atom 18 (C): -0.4615, atom 19 (C): -0.9299, atom 20 (C): 0.2068, atom 21 (H): 0.2996, atom 22 (H): 0.5456, atom 23 (H): 0.3906, atom 24 (H): 0.4601, atom 25 (H): 0.4633, atom 26 (H): 0.4468, atom 27 (H): 0.5260, atom 28 (H): 0.4959, atom 29 (H): 0.4428, atom 30 (H): 0.4291, atom 31 (H): 0.4304, atom 32 (O): -0.6618, atom 33 (C): 0.5552, atom 34 (O): -0.4432, atom 35 (C): 0.2713, atom 36 (C): -0.8717, atom 37 (C): -0.6369, atom 38 (C): -0.5355, atom 39 (C): -0.8801, atom 40 (C): 1.1381, atom 41 (S): -0.3111, atom 42 (H): 0.4887, atom 43 (H): 0.4196, atom 44 (H): 0.4033, atom 45 (H): 0.4861, atom 46 (N): -0.2466, atom 47 (C): -0.8745, atom 48 (C): -0.5712, atom 49 (N): -0.1199, atom 50 (H): 0.3787, atom 51 (H): 0.3276, atom 52 (H): 0.3562, atom 53 (H): 0.4139, atom 54 (H): 0.4332, atom 55 (H): 0.3099, atom 56 (H): 0.3823, atom 57 (H): 0.1953, atom 58 (H): 0.3242


no.,HOMO energy (eV)
1,-14.6
2,-11.9